Molecular formula: C54H53N10O16PS
Method: DFT, ωB97M-V with the def2-TZVPD basis set

Summary:
SMILES string = CCCCCCc1ccc(P(=N)(O)O)c2nsnc12.O=[N+]([O-])c1ccccc1.O=[N+]([O-])c1ccccc1.O=[N+]([O-])c1ccccc1.O=[N+]([O-])c1ccccc1.O=[N+]([O-])c1ccccc1.O=[N+]([O-])c1ccccc1.O=[N+]([O-])c1ccccc1
Charge = 0
HOMO energy = -8.65 eV
E = -124612.18840 eV
Gap between HOMO and LUMO = 0.2480 Ha
LUMO energy = -1.90 eV

Element x y z (Å)
C1 -0.457 0.897 2.651
C2 -1.547 -0.323 2.432
C3 -2.512 -0.153 1.121
C4 -1.695 -0.061 -0.320
C5 -2.075 -1.247 -1.384
C6 -1.347 -2.690 -1.124
C7 0.147 -2.586 -0.417
C8 0.459 -3.258 1.052
C9 1.959 -3.065 1.710
C10 3.048 -2.201 0.833
P1 4.808 -1.887 1.579
N1 5.978 -2.258 0.524
O1 4.928 -2.730 3.110
O2 4.872 -0.150 1.907
C11 2.775 -1.562 -0.654
N2 3.648 -0.783 -1.613
S1 2.623 -0.471 -3.034
N3 1.026 -1.157 -2.704
C12 1.287 -1.751 -1.314
H1 -0.038 1.306 1.639
H2 0.462 0.401 3.226
H3 -0.877 1.726 3.378
H4 -0.946 -1.325 2.489
H5 -2.241 -0.304 3.404
H6 -3.351 -0.998 1.100
H7 -3.101 0.874 1.275
H8 -2.073 0.957 -0.818
H9 -0.531 0.102 -0.159
H10 -3.258 -1.396 -1.319
H11 -1.865 -0.816 -2.469
H12 -1.142 -3.165 -2.200
H13 -2.023 -3.470 -0.563
H14 -0.373 -3.870 1.641
H15 2.141 -3.532 2.774
H16 6.523 -1.372 0.314
H17 4.246 -2.375 3.774
H18 4.022 0.296 1.600
C13 5.974 -6.089 -0.231
C14 4.931 -5.163 -0.298
C15 3.640 -5.585 -0.622
C16 3.403 -6.944 -0.873
C17 4.449 -7.874 -0.813
C18 5.736 -7.439 -0.492
N4 2.043 -7.398 -1.188
O3 1.148 -6.541 -1.250
O4 1.867 -8.611 -1.371
H19 6.978 -5.755 0.027
H20 5.125 -4.112 -0.095
H21 2.839 -4.852 -0.670
H22 4.280 -8.930 -1.011
H23 6.555 -8.154 -0.440
C19 0.294 6.773 -1.127
C20 0.673 6.574 0.202
C21 0.093 5.547 0.949
C22 -0.867 4.719 0.352
C23 -1.255 4.921 -0.979
C24 -0.670 5.953 -1.715
N5 -1.461 3.622 1.125
O5 -1.105 3.487 2.305
O6 -2.282 2.890 0.552
H24 0.753 7.572 -1.707
H25 1.424 7.219 0.654
H26 0.400 5.406 1.983
H27 -2.003 4.288 -1.453
H28 -0.963 6.116 -2.750
C25 -6.391 0.596 8.119
C26 -5.688 -0.594 7.923
C27 -4.459 -0.579 7.259
C28 -3.941 0.638 6.798
C29 -4.648 1.833 6.986
C30 -5.877 1.805 7.649
N6 -2.638 0.664 6.122
O7 -2.051 -0.416 5.958
O8 -2.197 1.764 5.759
H29 -7.346 0.580 8.642
H30 -6.096 -1.533 8.291
H31 -3.923 -1.515 7.115
H32 -4.260 2.784 6.629
H33 -6.433 2.728 7.803
C31 -6.929 -0.088 1.844
C32 -8.010 -0.917 2.151
C33 -8.748 -0.700 3.316
C34 -8.397 0.356 4.168
C35 -7.307 1.184 3.866
C36 -6.575 0.956 2.700
N7 -9.185 0.605 5.381
O9 -10.129 -0.161 5.623
O10 -8.864 1.568 6.091
H34 -6.359 -0.258 0.932
H35 -8.278 -1.730 1.481
H36 -9.588 -1.354 3.542
H37 -7.021 2.005 4.521
H38 -5.729 1.595 2.455
C37 0.243 -3.590 -8.168
C38 0.563 -3.111 -6.897
C39 -0.309 -2.245 -6.235
C40 -1.507 -1.867 -6.856
C41 -1.828 -2.340 -8.136
C42 -0.946 -3.204 -8.789
N8 -2.441 -0.978 -6.155
O11 -2.113 -0.565 -5.033
O12 -3.505 -0.693 -6.724
H39 0.924 -4.270 -8.678
H40 1.492 -3.416 -6.420
H41 -0.045 -1.881 -5.244
H42 -2.752 -2.051 -8.632
H43 -1.187 -3.579 -9.781
C43 8.824 -6.146 -4.800
C44 8.392 -6.302 -6.118
C45 7.064 -6.034 -6.455
C46 6.174 -5.604 -5.462
C47 6.603 -5.454 -4.136
C48 7.933 -5.727 -3.810
N9 4.783 -5.297 -5.815
O13 4.438 -5.461 -6.995
O14 4.036 -4.887 -4.915
H44 9.862 -6.350 -4.542
H45 9.093 -6.630 -6.883
H46 6.744 -6.161 -7.487
H47 5.922 -5.126 -3.354
H48 8.277 -5.610 -2.784
C49 -0.228 12.968 0.447
C50 -0.366 11.584 0.327
C51 0.680 10.741 0.707
C52 1.863 11.296 1.214
C53 2.007 12.686 1.329
C54 0.955 13.519 0.942
N10 2.956 10.414 1.640
O15 2.798 9.192 1.505
O16 3.973 10.942 2.114
H49 -1.048 13.621 0.154
H50 -1.290 11.162 -0.062
H51 0.557 9.665 0.607
H52 2.921 13.130 1.716
H53 1.056 14.598 1.030

***

Molecular formula: C54H55F9IrN5O
Method: DFT, ωB97M-V with the def2-TZVPD basis set

Summary:
Charge = -1
HOMO energy (spin up / spin down) = -4.64 / -4.68 eV
Multiplicity = 2
E = -93691.41403 eV
Gap between HOMO and LUMO (spin up / spin down) = 0.2202 / 0.2213 Ha
⟨S²⟩ = 0.79
LUMO energy (spin up / spin down) = 1.35 / 1.34 eV

Element x y z (Å)
Ir1 -0.375 -0.464 0.893
C1 -6.439 -2.259 0.691
C2 -5.613 -1.931 -0.555
C3 -4.453 -1.034 -0.252
C4 -4.380 0.318 -0.378
C5 -5.390 1.258 -0.957
C6 -5.062 1.632 -2.407
C7 -3.066 0.705 0.065
N1 -2.360 -0.395 0.450
C8 -3.183 -1.471 0.271
C9 -2.831 -2.784 0.538
C10 -1.621 -3.239 1.018
C11 -1.299 -4.624 1.287
C12 -2.262 -5.761 1.168
C13 -3.208 -5.861 2.369
C14 -0.001 -4.651 1.690
C15 0.473 -3.283 1.661
C16 1.773 -2.881 1.943
C17 2.263 -1.596 1.900
N2 1.539 -0.489 1.550
C18 2.378 0.578 1.668
C19 2.041 1.886 1.414
C20 0.802 2.344 1.014
N3 -0.277 1.563 0.754
C21 -1.307 2.401 0.421
C22 -2.574 2.004 0.069
C23 -0.857 3.778 0.493
C24 0.451 3.742 0.851
C25 1.392 4.882 1.076
C26 1.573 5.219 2.559
C27 -1.728 4.971 0.262
C28 -2.559 5.337 1.495
C29 3.681 0.137 2.128
C30 3.618 -1.206 2.252
C31 4.689 -2.155 2.686
C32 4.584 -2.539 4.165
C33 4.817 1.056 2.443
C34 4.655 1.734 3.806
N4 -0.531 -2.456 1.276
C35 0.815 -5.825 2.128
C36 0.917 -5.935 3.652
H1 -7.269 -2.927 0.454
H2 -6.846 -1.347 1.131
H3 -5.819 -2.740 1.450
H4 -6.251 -1.456 -1.303
H5 -5.254 -2.857 -1.011
H6 -5.445 2.165 -0.349
H7 -6.382 0.802 -0.910
H8 -4.083 2.109 -2.481
H9 -5.805 2.318 -2.818
H10 -5.035 0.738 -3.033
H11 -3.589 -3.534 0.345
H12 -1.707 -6.696 1.063
H13 -2.848 -5.653 0.251
H14 -2.644 -6.031 3.287
H15 -3.918 -6.681 2.246
H16 -3.771 -4.935 2.496
H17 2.473 -3.659 2.224
H18 2.821 2.625 1.537
H19 -3.262 2.784 -0.232
H20 1.025 5.763 0.544
H21 2.363 4.641 0.633
H22 0.625 5.529 3.002
H23 2.295 6.026 2.694
H24 1.925 4.348 3.114
H25 -2.393 4.786 -0.585
H26 -1.106 5.824 -0.022
H27 -3.197 4.503 1.791
H28 -3.193 6.204 1.301
H29 -1.909 5.570 2.341
H30 5.663 -1.702 2.493
H31 4.651 -3.055 2.066
H32 4.684 -1.655 4.797
H33 5.362 -3.251 4.446
H34 3.613 -2.989 4.383
H35 4.903 1.807 1.658
H36 5.752 0.493 2.423
H37 3.729 2.311 3.848
H38 5.487 2.412 4.009
H39 4.615 0.993 4.607
H40 1.819 -5.755 1.700
H41 0.378 -6.740 1.724
H42 1.354 -5.029 4.076
H43 1.536 -6.784 3.947
H44 -0.073 -6.060 4.095
F1 4.911 -1.510 -0.980
C37 5.297 -0.293 -1.394
F2 6.301 -0.480 -2.285
F3 5.855 0.321 -0.323
C38 4.064 0.530 -1.936
O1 3.009 0.371 -1.189
C39 3.837 0.057 -3.426
F4 3.917 -1.288 -3.517
F5 2.619 0.405 -3.859
F6 4.728 0.558 -4.316
C40 4.503 2.045 -2.002
F7 5.761 2.265 -2.457
F8 4.436 2.618 -0.783
F9 3.671 2.747 -2.798
C41 0.245 2.552 -2.524
C42 -0.785 3.042 -3.336
C43 -1.296 4.355 -3.175
C44 -2.352 4.810 -3.937
C45 -2.940 3.985 -4.897
C46 -2.441 2.696 -5.089
C47 -1.388 2.231 -4.331
H45 0.696 3.175 -1.764
H46 0.614 1.540 -2.609
H47 -0.838 5.000 -2.434
H48 -2.726 5.817 -3.792
H49 -3.769 4.344 -5.492
H50 -2.884 2.054 -5.841
H51 -0.996 1.234 -4.485
N5 0.434 -3.163 -5.929
C48 0.335 -2.686 -4.886
C49 0.212 -2.094 -3.583
C50 -0.811 -1.191 -3.320
C51 -0.955 -0.645 -2.054
C52 -0.097 -1.010 -1.016
C53 0.965 -1.869 -1.312
C54 1.116 -2.414 -2.572
H52 -1.504 -0.923 -4.108
H53 -1.751 0.070 -1.897
H54 1.701 -2.101 -0.557
H55 1.946 -3.075 -2.781

***

Molecular formula: C54H55InN5O3P2Si2
Method: DFT, ωB97M-V with the def2-TZVPD basis set

Summary:
Charge = -1
HOMO energy = -2.64 eV
E = -109992.63754 eV
Gap between HOMO and LUMO = 0.1814 Ha
LUMO energy = 2.30 eV

Element x y z (Å)
In1 0.065 -0.292 0.147
O1 -1.261 -2.019 2.133
C1 -0.694 -2.410 3.303
C2 -1.017 -3.630 3.879
C3 -0.383 -4.056 5.031
C4 0.591 -3.262 5.611
C5 0.915 -2.045 5.047
C6 0.270 -1.588 3.901
C7 0.700 -0.351 3.249
O2 -0.256 0.520 2.752
N1 1.949 -0.215 3.128
N2 2.642 0.809 2.707
C8 3.610 0.789 1.864
C9 4.077 -0.188 0.912
C10 5.360 0.013 0.386
C11 5.946 -0.871 -0.490
C12 5.222 -1.989 -0.911
C13 3.950 -2.198 -0.457
C14 3.307 -1.317 0.463
O3 2.104 -1.533 0.808
H1 -1.775 -2.748 1.757
H2 -1.745 -4.265 3.392
H3 -0.630 -5.017 5.456
H4 1.113 -3.608 6.489
H5 1.694 -1.437 5.479
H6 4.199 1.707 1.903
H7 5.920 0.888 0.702
H8 6.954 -0.712 -0.848
H9 5.673 -2.679 -1.616
H10 3.375 -3.049 -0.801
C15 -2.929 -0.213 3.969
Si1 -1.508 1.056 3.676
C16 -0.756 1.428 5.405
C17 -2.440 2.558 2.993
C18 -3.283 3.111 3.962
C19 -4.161 4.138 3.686
C20 -4.222 4.632 2.395
C21 -3.396 4.095 1.431
C22 -2.489 3.067 1.690
Si2 -1.324 2.544 0.222
C23 -0.126 4.068 0.484
C24 -2.327 3.158 -1.348
H11 -3.840 0.329 4.208
H12 -2.732 -0.902 4.786
H13 -3.134 -0.803 3.080
H14 -1.451 1.959 6.046
H15 0.145 2.030 5.320
H16 -0.488 0.507 5.917
H17 -3.254 2.727 4.972
H18 -4.788 4.552 4.466
H19 -4.905 5.436 2.145
H20 -3.452 4.503 0.434
H21 -0.682 4.989 0.655
H22 0.523 4.220 -0.376
H23 0.508 3.905 1.354
H24 -3.397 3.031 -1.205
H25 -2.062 2.579 -2.229
H26 -2.136 4.203 -1.584
C25 -2.970 -0.956 -3.262
C26 -1.827 -1.890 -3.634
P1 -0.228 -1.091 -3.069
C27 0.955 -2.376 -3.610
C28 0.874 -3.632 -3.007
C29 1.796 -4.616 -3.298
C30 2.838 -4.361 -4.175
C31 2.965 -3.098 -4.731
C32 2.040 -2.112 -4.444
C33 -0.079 0.154 -4.404
C34 -0.053 -0.166 -5.760
C35 0.033 0.834 -6.709
C36 0.072 2.165 -6.320
C37 0.034 2.492 -4.973
C38 -0.029 1.491 -4.021
P2 -2.770 -0.501 -1.458
C39 -4.299 0.442 -1.123
C40 -4.489 0.792 0.213
C41 -5.568 1.562 0.592
C42 -6.467 2.010 -0.366
C43 -6.283 1.672 -1.695
C44 -5.203 0.894 -2.077
C45 -3.347 -2.112 -0.779
C46 -4.692 -2.401 -0.549
C47 -5.066 -3.617 -0.005
C48 -4.112 -4.576 0.293
C49 -2.769 -4.300 0.065
C50 -2.393 -3.074 -0.455
H27 -3.942 -1.418 -3.461
H28 -2.885 -0.027 -3.836
H29 -1.811 -2.097 -4.709
H30 -1.936 -2.839 -3.099
H31 0.083 -3.830 -2.296
H32 1.714 -5.588 -2.832
H33 3.554 -5.135 -4.410
H34 3.793 -2.879 -5.392
H35 2.155 -1.126 -4.872
H36 -0.087 -1.201 -6.073
H37 0.065 0.579 -7.759
H38 0.129 2.941 -7.070
H39 0.053 3.528 -4.668
H40 -0.042 1.732 -2.966
H41 -3.764 0.464 0.946
H42 -5.701 1.833 1.629
H43 -7.303 2.629 -0.076
H44 -6.980 2.022 -2.446
H45 -5.067 0.648 -3.121
H46 -5.451 -1.671 -0.787
H47 -6.110 -3.821 0.187
H48 -4.414 -5.531 0.697
H49 -2.018 -5.043 0.299
H50 -1.346 -2.835 -0.599
N3 4.342 0.880 -3.948
C51 3.808 1.321 -2.761
C52 2.700 0.687 -2.188
N4 2.073 1.196 -1.143
C53 2.591 2.302 -0.606
C54 3.722 2.889 -1.133
N5 4.329 2.428 -2.228
H51 4.253 -0.108 -4.128
H52 5.242 1.281 -4.164
H53 2.324 -0.249 -2.581
H54 2.080 2.679 0.265
H55 4.167 3.771 -0.690

***

> charge of number 2 (C54H55F9IrN5O)?

-1

***

> Which formula does entry 1 have?

C54H53N10O16PS

***

> Which of these has the highest charge?

C54H53N10O16PS

***

> Number 3 is which compound?

C54H55InN5O3P2Si2